# 1
A cluster of 9 separate species, C56H72F15N7O13 in total at a distorted geometry. Source: OMol25; level of theory: ωB97M-V with the def2-TZVPD basis set.

Geometry as ORCA input:
```
! RIJCOSX wB97M-V def2-TZVPD def2/J DEFGRID3
* xyz 0 1
C 19.27016 18.43971 11.06629
N 18.16351 17.48407 11.29481
C 16.87859 17.87677 11.23218
C 15.86590 16.93822 11.19338
C 16.18779 15.58984 11.16472
C 17.52083 15.22829 11.41617
C 18.49651 16.22161 11.57743
C 15.11455 14.59572 11.07136
C 14.24607 14.56966 9.96599
C 13.22394 13.62942 9.92235
N 13.21048 12.54825 10.73201
C 13.92955 12.55318 11.86701
C 14.90098 13.57973 12.01332
C 12.19501 11.49121 10.52320
H 18.88243 19.44721 10.94098
H 19.81697 18.16896 10.16345
H 19.97381 18.37889 11.89487
H 16.68204 18.93911 11.23435
H 14.84083 17.27173 11.14263
H 17.71410 14.16810 11.51687
H 19.54304 16.06277 11.79569
H 14.31486 15.35988 9.22953
H 12.63698 13.58677 9.01854
H 13.87959 11.72395 12.56361
H 15.38113 13.51246 12.98084
H 12.18223 11.15303 9.48819
H 11.18185 11.82204 10.75183
H 12.44799 10.64760 11.15876
C 12.22846 8.82804 15.53960
N 13.59188 9.36762 15.84931
C 14.09021 10.53593 15.33757
C 15.37741 10.95529 15.50617
C 16.29581 10.07517 16.15061
C 15.76426 8.94971 16.84050
C 14.40127 8.61404 16.60017
C 17.73218 10.40902 16.31641
C 18.76555 9.46547 16.01730
C 20.12129 9.91564 16.03377
N 20.40622 11.18325 16.36969
C 19.44035 12.07259 16.63905
C 18.07440 11.72884 16.67314
C 21.75211 11.72315 16.42803
H 11.69022 8.68044 16.47409
H 12.34713 7.91516 14.95980
H 11.63602 9.53513 14.96057
H 13.39221 11.09022 14.72062
H 15.78619 11.77711 14.93248
H 16.44222 8.37194 17.45667
H 13.90992 7.73989 17.00540
H 18.48303 8.42516 15.91717
H 20.98102 9.31505 15.76361
H 19.83094 13.03548 16.92783
H 17.33382 12.48517 16.89624
H 21.83051 12.48728 15.65441
H 22.56949 11.02950 16.25127
H 21.89753 12.16469 17.41151
C 8.48050 16.03252 9.61897
N 9.52441 16.29159 10.61574
C 9.88966 17.56265 11.03345
C 11.00452 17.73625 11.84654
C 11.75178 16.65184 12.33551
C 11.35489 15.40283 11.88355
C 10.24796 15.21816 11.01325
C 12.90072 16.78962 13.35632
C 13.21090 15.82922 14.35152
C 14.14720 16.15728 15.27976
N 14.92583 17.30152 15.26379
C 14.66485 18.21331 14.33205
C 13.70434 17.97799 13.33273
C 16.00593 17.50378 16.24061
H 7.52751 16.32175 10.05551
H 8.32495 14.99637 9.32833
H 8.59641 16.65257 8.73377
H 9.25904 18.38160 10.72182
H 11.26145 18.74135 12.14748
H 11.81039 14.52403 12.32471
H 9.80313 14.29217 10.67168
H 12.70063 14.87201 14.30323
H 14.28821 15.60682 16.20019
H 15.21263 19.14807 14.35861
H 13.34710 18.75050 12.66781
H 16.87803 17.16111 15.67802
H 15.85562 16.88985 17.12558
H 16.08884 18.56871 16.44882
C 12.93024 21.63887 15.46113
O 12.97538 20.27888 16.04619
O 14.26044 22.12648 15.45094
C 11.89850 21.58140 14.26719
F 12.25628 20.81576 13.21300
F 10.66305 21.22784 14.70129
F 11.71220 22.80804 13.74927
C 11.99396 20.01268 17.04443
C 12.63050 18.90296 17.85331
H 13.30423 18.26377 17.27698
H 13.26750 19.29134 18.64811
H 11.88704 18.26027 18.32693
H 11.04190 19.69924 16.60807
H 11.86601 20.79223 17.79912
H 12.48986 22.27569 16.23656
C 10.86995 13.17280 24.43093
O 11.03017 14.30034 23.55203
O 11.84455 13.35835 25.41061
C 9.38297 13.00519 24.93402
F 9.38863 12.56601 26.19768
F 8.63638 14.14558 24.97038
F 8.73136 12.05937 24.20859
C 11.01274 14.06190 22.11631
C 10.79376 15.40486 21.41980
H 9.84676 15.80804 21.77792
H 11.49099 16.18796 21.71912
H 10.76757 15.28745 20.33482
H 10.24255 13.38566 21.73185
H 11.90166 13.58455 21.68330
H 11.16207 12.26489 23.88170
C 19.50716 10.49968 20.43336
O 18.25950 11.25339 20.33683
O 20.47327 11.07655 19.56653
C 19.92806 10.27325 21.98035
F 20.14062 11.44961 22.61587
F 18.96635 9.62852 22.61026
F 20.96676 9.50203 22.20415
C 17.01097 10.70029 19.90466
C 16.17264 11.97073 19.69031
H 15.95795 12.32933 20.69628
H 16.75163 12.73366 19.16847
H 15.24099 11.80712 19.15049
H 16.54874 10.04771 20.64364
H 17.13423 10.13026 18.97237
H 19.32033 9.49577 20.02432
C 12.25893 9.82285 21.04260
O 10.87274 9.37858 20.87332
O 12.76445 9.05273 22.10364
C 13.01399 9.67690 19.68096
F 12.92239 10.75505 18.88391
F 14.31085 9.43586 19.84129
F 12.61559 8.62084 19.00681
C 9.91842 10.30046 20.40588
C 8.70125 9.69225 19.77408
H 8.00483 10.47999 19.48665
H 9.01350 9.18670 18.85897
H 8.26519 9.03550 20.52555
H 10.30931 10.96439 19.62577
H 9.60840 10.91426 21.25799
H 12.18145 10.86865 21.37220
C 10.48916 12.65789 14.90140
O 10.55511 14.09509 14.98300
O 11.38682 12.29972 13.88102
C 10.51078 11.92153 16.31854
F 9.80468 10.79173 16.19684
F 11.68550 11.57212 16.84666
F 9.82119 12.58272 17.30700
C 9.46799 14.82251 15.56643
C 9.75815 16.29583 15.28963
H 9.52592 16.65506 14.28548
H 9.15653 16.99222 15.87742
H 10.77162 16.59260 15.56231
H 9.31336 14.62396 16.62705
H 8.56192 14.46421 15.06522
H 9.44950 12.52134 14.57061
N 15.06544 8.53895 13.04731
O 14.34436 7.60086 13.33944
O 14.60476 9.53640 12.53889
O 16.24812 8.47090 13.36820
*
```

Here are the Mulliken charges for atoms 1 to 2, given in e: atom 1 (C): -0.947, atom 2 (N): 0.057


# 2
A structure of composition C56H75CsN12P at a distorted geometry. Source: OMol25; level of theory: ωB97M-V with the def2-TZVPD basis set.

Geometry as ORCA input:
```
! RIJCOSX wB97M-V def2-TZVPD def2/J DEFGRID3
* xyz 1 1
Cs -0.63410 -0.17781 0.79028
C 2.32370 2.11552 -3.29709
C 1.84179 1.04379 -2.55687
N 2.07187 0.92308 -1.25593
C 2.83562 1.86332 -0.69472
C 3.27522 2.96057 -1.43683
N 3.01797 3.09390 -2.73058
C 3.26018 1.65728 0.71724
C 4.52875 2.06997 1.11438
C 4.98768 1.73598 2.38133
C 4.14187 0.99548 3.19941
C 2.88031 0.65387 2.72926
N 2.43733 0.97938 1.51375
C 1.95066 -0.13007 3.58606
C 2.40391 -1.20192 4.35573
N 1.58773 -1.93225 5.10283
C 0.30488 -1.59288 5.08095
C -0.15867 -0.53975 4.30245
N 0.65908 0.19400 3.55655
C 6.34147 2.12215 2.82556
C 6.83888 3.39971 2.58919
C 8.12016 3.70644 3.02277
N 8.91112 2.84376 3.65001
C 8.43182 1.62502 3.87087
C 7.16367 1.21538 3.48614
H 2.12402 2.18857 -4.35960
H 1.24116 0.27441 -3.03054
H 3.83495 3.75943 -0.96533
H 5.18138 2.58424 0.42343
H 4.44720 0.72423 4.20122
H 3.45077 -1.48545 4.34338
H -0.37930 -2.17207 5.68889
H -1.21634 -0.29485 4.27185
H 6.23813 4.15358 2.09781
H 8.52592 4.69828 2.85764
H 9.09489 0.93323 4.37830
H 6.83995 0.20129 3.68161
C -5.64797 1.92572 -0.62748
N -4.60042 2.78423 -1.13139
C -4.99581 4.15446 -1.39330
C -3.28038 2.41266 -1.04243
N -2.78286 1.57680 -0.19489
C -3.38845 1.37780 1.05330
C -3.57655 2.47503 1.86614
C -4.04887 2.36106 3.18156
C -4.30368 1.12966 3.70323
C -4.10727 -0.03543 2.92181
C -4.35081 -1.29893 3.51718
C -4.16104 -2.44510 2.80902
C -3.74240 -2.37745 1.47122
C -3.52832 -1.17764 0.82717
N -3.02362 -1.14635 -0.47671
C -3.39729 -1.97321 -1.39748
N -4.58048 -2.68016 -1.45861
C -5.78494 -2.23039 -0.79738
C -4.58658 -4.08235 -1.83375
N -2.56558 -2.16482 -2.47731
C -3.09633 -2.35209 -3.81726
C -1.23447 -1.60146 -2.45493
C -3.66787 0.05806 1.57212
N -2.44573 2.98970 -1.97659
C -2.84558 3.06668 -3.37100
C -1.02379 2.82789 -1.78286
H -6.51204 1.99859 -1.29210
H -5.96407 2.19084 0.38722
H -5.29770 0.89583 -0.62342
H -5.45591 4.58984 -0.49965
H -5.72344 4.20241 -2.20790
H -4.12916 4.75190 -1.66119
H -3.32995 3.45207 1.46726
H -4.19088 3.25320 3.77745
H -4.65483 1.01591 4.72086
H -4.68818 -1.32776 4.54569
H -4.33578 -3.41128 3.26518
H -3.57314 -3.29460 0.91890
H -5.72299 -1.16632 -0.58728
H -5.96665 -2.75576 0.14567
H -6.63429 -2.40549 -1.46213
H -3.61111 -4.37565 -2.21261
H -5.33800 -4.28134 -2.60244
H -4.82141 -4.70306 -0.96080
H -4.17604 -2.46147 -3.78582
H -2.66516 -3.23751 -4.29104
H -2.85756 -1.48183 -4.43716
H -0.83531 -1.58778 -1.44331
H -1.23424 -0.57659 -2.85085
H -0.57446 -2.21497 -3.07173
H -3.92678 3.02276 -3.45974
H -2.42128 2.23126 -3.94216
H -2.49363 3.99880 -3.81595
H -0.76593 2.98758 -0.73768
H -0.49741 3.56695 -2.39001
H -0.68491 1.82811 -2.07693
C 0.28209 -6.58251 -3.01500
C -0.80116 -5.57806 -2.65192
C -0.57238 -5.03395 -1.23716
C 0.93006 -4.84058 -0.90736
C 1.71130 -4.63563 -2.21069
C 1.64745 -5.88434 -3.09790
P 1.14723 -3.39937 0.24280
C 0.71107 -4.05134 1.92779
C 1.27518 -5.42851 2.35841
C 0.19656 -6.50532 2.39510
C -0.89921 -6.16811 3.41289
C -1.13319 -4.65261 3.50688
C -0.80122 -3.98313 2.18065
C 2.97749 -3.12441 0.45888
C 3.51792 -2.08605 -0.53064
C 4.86381 -1.53894 -0.04576
C 5.74637 -2.63677 0.57616
C 5.33823 -4.01072 0.06172
C 3.92143 -4.34923 0.53474
H 0.05524 -7.08692 -3.95510
H 0.30246 -7.36310 -2.24852
H -1.79213 -6.03379 -2.71551
H -0.79450 -4.75603 -3.37580
H -1.01327 -5.72573 -0.51565
H -1.10842 -4.08539 -1.12218
H 1.30922 -5.75601 -0.43766
H 2.75340 -4.39167 -2.01027
H 1.29871 -3.76886 -2.73733
H 2.43517 -6.58099 -2.80066
H 1.86294 -5.60101 -4.13061
H 1.16102 -3.29373 2.58448
H 1.71539 -5.33697 3.35654
H 2.08677 -5.74387 1.70356
H 0.64033 -7.47586 2.62307
H -0.24032 -6.60620 1.39793
H -0.63046 -6.55888 4.39657
H -1.82548 -6.67274 3.12727
H -0.48948 -4.22621 4.28225
H -2.16097 -4.44134 3.80829
H -1.14514 -2.94372 2.15065
H -1.35595 -4.48064 1.37917
H 2.99446 -2.62872 1.44148
H 2.80283 -1.26900 -0.64667
H 3.63046 -2.53669 -1.51907
H 4.68461 -0.75234 0.69418
H 5.38398 -1.06255 -0.88083
H 5.64054 -2.62895 1.66630
H 6.80020 -2.43960 0.37402
H 6.03310 -4.78090 0.40064
H 5.38563 -4.01856 -1.03139
H 3.96984 -4.70050 1.56790
H 3.53026 -5.18488 -0.04938
*
```

Here are the Mulliken charges for atoms 1 to 2, given in e: atom 1 (Cs): 1.787, atom 2 (C): -0.591


# 3
A structure of composition C56H78As3BBaF4NO9P at a distorted geometry. Source: OMol25; level of theory: ωB97M-V with the def2-TZVPD basis set.

Geometry as ORCA input:
```
! RIJCOSX wB97M-V def2-TZVPD def2/J DEFGRID3
* xyz 0 1
Ba -0.46385 -0.23837 -0.39842
C 0.67094 -4.69355 -1.26859
O 0.52005 -5.88250 -0.48592
C -0.68178 -6.40614 -0.18844
O -0.73243 -7.44773 0.40469
C -1.95493 -5.66174 -0.54713
C -2.92096 -6.37101 -1.13533
As -4.90719 -6.00937 -1.42273
C -5.37277 -6.67602 0.35556
C -4.35209 -4.14092 -1.11226
C -3.98820 -3.77762 0.13129
As -2.03747 -3.81083 0.30013
C -1.81771 -4.61505 2.07822
C -4.99861 -3.85400 1.23298
O -6.18395 -3.96550 1.04479
O -4.46168 -3.63015 2.43953
C -5.40229 -3.60519 3.51944
C -3.63611 -3.66793 -2.33873
O -3.48609 -4.33386 -3.33448
O -3.37699 -2.35026 -2.29776
C -2.89523 -1.82892 -3.54797
C -2.75500 -7.81789 -1.53173
O -3.42887 -8.66034 -1.00321
O -1.96037 -8.14640 -2.55656
C -1.42894 -7.13035 -3.41369
H 1.54074 -4.84774 -1.90294
H 0.84787 -3.84380 -0.60942
H -0.19587 -4.49722 -1.89703
H -5.31061 -7.75809 0.25693
H -6.38463 -6.36689 0.60287
H -4.67772 -6.35521 1.12879
H -2.38665 -5.53905 2.15223
H -2.09685 -3.91333 2.85142
H -0.75278 -4.83449 2.17601
H -4.80472 -3.50964 4.42083
H -5.98407 -4.52474 3.53786
H -6.07616 -2.75664 3.41148
H -2.70799 -0.77498 -3.37159
H -3.65637 -1.96127 -4.31615
H -1.97835 -2.32813 -3.85147
H -0.99707 -7.66771 -4.25295
H -0.64874 -6.55925 -2.91840
H -2.21485 -6.45867 -3.75856
C 2.26426 6.19895 4.03071
C 2.17390 4.79751 3.49344
C 1.17091 3.93119 3.89769
C 1.06181 2.62900 3.41633
C -0.06742 1.80134 3.95394
C 2.01433 2.15179 2.50148
As 2.03417 0.41077 1.54913
N 0.56570 -0.62445 1.84368
C 0.22739 -1.29043 3.01391
C 1.12483 -1.76162 3.98461
C 0.67539 -2.33616 5.16235
C -0.68151 -2.46324 5.43265
C -1.58459 -2.02086 4.47633
C -1.13967 -1.46265 3.29051
C 3.63723 -0.51696 2.22423
C 4.18173 -1.45802 1.34140
C 3.51941 -1.88078 0.05387
C 5.39636 -2.07158 1.64418
C 6.08793 -1.78588 2.80482
C 7.39877 -2.44738 3.12530
C 5.51314 -0.88596 3.69415
C 4.30285 -0.25378 3.44055
C 3.75381 0.61531 4.54314
C 3.02231 3.02990 2.06533
C 4.11157 2.65020 1.08809
C 3.08744 4.32626 2.56580
H 1.44994 6.40939 4.72274
H 2.21956 6.93386 3.22485
H 3.20467 6.35676 4.56124
H 0.43557 4.27680 4.61685
H -0.68504 2.40061 4.62215
H 0.29455 0.93993 4.51470
H -0.69598 1.40549 3.15784
H 2.18723 -1.69038 3.80475
H 1.40252 -2.68622 5.88426
H -1.02479 -2.89611 6.36173
H -2.65032 -2.10174 4.65769
H -1.87179 -1.09263 2.57340
H 2.46409 -1.62109 0.00494
H 3.58803 -2.96399 -0.05655
H 4.00472 -1.43235 -0.81540
H 5.79825 -2.80171 0.94950
H 7.69898 -3.13389 2.33495
H 7.33393 -3.01339 4.05581
H 8.19106 -1.70771 3.24985
H 6.01375 -0.68322 4.63533
H 4.24804 0.36123 5.48102
H 2.68356 0.46845 4.67884
H 3.91256 1.67806 4.35950
H 4.08113 1.61772 0.74589
H 5.09067 2.80133 1.54661
H 4.06460 3.29240 0.20512
H 3.88838 4.97608 2.22542
F 1.99307 -1.33286 -2.72083
B 0.74313 -1.70369 -3.17264
F 0.14342 -0.65642 -3.88349
F 0.72332 -2.88674 -3.84913
F -0.08999 -1.85535 -1.95256
O -0.87224 1.95247 -0.89336
P -0.60012 2.77563 -2.16203
C 1.01235 2.31832 -2.89405
C 1.69525 3.41273 -3.75262
C 2.87595 4.03859 -3.01934
C 3.96767 2.99274 -2.76715
C 3.37943 1.61248 -2.42513
C 1.97928 1.74045 -1.84027
C -1.78737 2.17777 -3.41722
C -1.59369 2.69073 -4.84990
C -2.36202 3.98105 -5.10813
C -3.85314 3.75287 -4.88046
C -4.13673 3.30014 -3.45108
C -3.27536 2.11044 -3.02313
C -0.58499 4.53412 -1.70560
C 0.30994 4.69078 -0.43630
C -0.53199 4.76137 0.83028
C -1.39848 6.02262 0.83807
C -1.87409 6.37796 -0.57782
C -1.98081 5.13132 -1.45141
H 0.75417 1.48497 -3.55321
H 0.98760 4.17905 -4.07415
H 2.05775 2.94474 -4.67206
H 2.53358 4.46199 -2.07120
H 3.28004 4.87067 -3.59860
H 4.61739 3.33550 -1.96041
H 4.59856 2.90832 -3.65422
H 4.02133 1.08807 -1.71528
H 3.32641 0.98017 -3.31367
H 2.01276 2.35231 -0.93942
H 1.65324 0.75177 -1.51456
H -1.42355 1.13914 -3.41079
H -1.98130 1.91954 -5.52363
H -0.53734 2.79421 -5.09516
H -2.17668 4.32686 -6.12665
H -2.00169 4.77172 -4.44053
H -4.19570 2.98490 -5.58232
H -4.42326 4.65644 -5.10401
H -5.18648 3.01550 -3.35181
H -3.98949 4.13783 -2.77085
H -3.67828 1.21465 -3.50731
H -3.37221 1.93905 -1.94738
H -0.12494 5.08283 -2.53085
H 0.90021 5.60569 -0.53950
H 1.02468 3.87691 -0.34029
H 0.11978 4.73262 1.70279
H -1.15200 3.86431 0.88454
H -0.83017 6.85929 1.25110
H -2.25686 5.87689 1.49697
H -1.17165 7.07128 -1.05030
H -2.83486 6.89346 -0.54358
H -2.44613 5.38240 -2.40324
H -2.62932 4.39974 -0.95936
*
```

Here are the Mulliken charges for atoms 1 to 2, given in e: atom 1 (Ba): 2.567, atom 2 (C): -0.580


Kohn-Sham gap (computed, eV): 1.080 7.082 6.142
Relative energy (zero: lowest compared OMol25 entry of this formula, charge and spin) (computed, eV): 7.0415 0.0000 1.6389
DFT total energy (computed, eV): -137026.0658 -87004.6330 -283307.9475